1.
C2H7S | ωB97M-V/def2-TZVPD

Geometry (Å):
1 S -1.170 -1.611 1.218
2 C 0.350 0.082 -1.029
3 C 0.392 0.983 0.217
4 H 1.106 0.584 0.932
5 H 0.697 -0.936 -0.856
6 H -1.615 -2.544 2.074
7 H 0.872 0.511 -1.886
8 H 0.661 2.010 -0.057
9 H -0.700 -0.084 -1.289
10 H -0.592 1.004 0.676

Summary:
LUMO level in eV: 4.44
Multiplicity: 1
Charge: -1
Gap between HOMO and LUMO in eV: 6.86
Electronic energy in a.u.: -478.6021
Energy relative to the best compared isomer or geometry (same formula, charge and spin) in kcal per mole: 4.4


2.
C2H7S2 | ωB97M-V/def2-TZVPD

Geometry (Å):
1 S -2.037 -0.473 -0.857
2 S 0.353 1.099 0.953
3 C 1.223 -0.489 0.697
4 C 1.850 -0.612 -0.684
5 H 0.499 -1.298 0.848
6 H 1.078 -0.527 -1.447
7 H -2.990 0.456 -0.727
8 H 1.996 -0.596 1.460
9 H 2.386 -1.561 -0.786
10 H 2.551 0.213 -0.828
11 H -1.067 0.309 -0.027

Summary:
LUMO level in eV: 3.80
Multiplicity: 1
Charge: -1
Gap between HOMO and LUMO in eV: 6.77
Electronic energy in a.u.: -876.8038
Energy relative to the best compared isomer or geometry (same formula, charge and spin) in kcal per mole: 3.9


3.
C2H7S3 | ωB97M-V/def2-TZVPD

Geometry (Å):
1 S 1.036 0.546 -2.041
2 S -1.025 -0.080 1.257
3 S 0.406 -1.557 1.178
4 C -0.770 0.565 -2.304
5 C -0.079 1.363 1.824
6 H -0.711 2.256 1.774
7 H -1.367 0.934 -1.483
8 H 0.995 -0.239 -0.939
9 H 0.381 1.344 2.814
10 H 0.731 1.451 1.094
11 H -1.107 -0.429 -2.584
12 H -0.942 1.221 -3.163

Summary:
LUMO level in eV: 3.46
Multiplicity: 1
Charge: -1
Gap between HOMO and LUMO in eV: 5.84
Electronic energy in a.u.: -1275.0033
Energy relative to the best compared isomer or geometry (same formula, charge and spin) in kcal per mole: 5.0


4.
C2H8AgClN4O2 | ωB97M-V/def2-TZVPD

Geometry (Å):
1 Ag 0.282 -1.469 -1.975
2 Cl 0.220 -2.732 0.341
3 O -1.451 -0.290 -1.073
4 O 1.848 -0.072 -1.159
5 N 2.273 0.188 1.037
6 N 3.381 1.442 -0.252
7 N -2.488 -0.717 0.841
8 N -3.534 0.385 -0.645
9 C -2.381 -0.186 -0.311
10 C 2.445 0.462 -0.216
11 H -1.625 -1.151 1.136
12 H 3.556 1.769 -1.191
13 H -3.290 -0.584 1.440
14 H -4.281 0.361 0.034
15 H 1.693 -0.584 1.332
16 H 3.979 1.704 0.519
17 H -3.569 0.872 -1.529
18 H 2.942 0.603 1.671

Summary:
LUMO level (spin up / spin down) in eV: -4.07 / -7.94
Multiplicity: 2
Charge: +1
Gap between HOMO and LUMO (spin up / spin down) in eV: 9.61 / 5.74
Electronic energy in a.u.: -1057.4391
Energy relative to the best compared isomer or geometry (same formula, charge and spin) in kcal per mole: 0.0


5.
C2H8AgClO2 | ωB97M-V/def2-TZVPD

Geometry (Å):
1 Ag 28.706 3.283 -23.090
2 Cl 30.747 1.890 -22.166
3 O 33.553 0.129 -22.474
4 O 31.815 0.636 -19.176
5 C 34.292 0.943 -21.606
6 C 31.901 1.259 -17.950
7 H 34.033 1.941 -21.960
8 H 33.763 0.839 -20.658
9 H 32.734 1.962 -17.912
10 H 35.308 0.556 -21.676
11 H 32.068 0.438 -17.254
12 H 32.738 0.634 -22.431
13 H 31.686 1.221 -19.926
14 H 30.972 1.766 -17.688

Summary:
LUMO level (spin up / spin down) in eV: -5.15 / -9.12
Multiplicity: 2
Charge: +1
Gap between HOMO and LUMO (spin up / spin down) in eV: 8.68 / 4.30
Electronic energy in a.u.: -838.2277


6.
C2H8BO2 | ωB97M-V/def2-TZVPD

Geometry (Å):
1 O 1.578 -1.466 0.215
2 O -0.194 2.082 -0.849
3 C -0.584 -0.244 0.212
4 C 0.763 -0.477 0.881
5 B -0.567 0.645 -1.168
6 H -1.067 -1.224 0.065
7 H 0.268 0.192 -1.957
8 H 1.350 0.444 0.879
9 H -0.559 2.302 0.011
10 H 1.277 -2.323 0.524
11 H -1.700 0.582 -1.699
12 H -1.216 0.281 0.955
13 H 0.652 -0.794 1.931

Summary:
LUMO level in eV: 3.99
Multiplicity: 1
Charge: -1
Gap between HOMO and LUMO in eV: 7.52
Electronic energy in a.u.: -256.3613


7.
C2H8BrN4 | ωB97M-V/def2-TZVPD

Geometry (Å):
1 Br 1.823 -2.108 0.034
2 N 1.998 -0.277 0.480
3 N -0.943 0.048 -0.183
4 N -1.427 -0.845 -1.175
5 N -0.507 -0.607 2.140
6 C -0.722 1.488 -0.545
7 C -0.584 -0.295 1.033
8 H 2.578 -0.348 1.274
9 H -0.669 -1.348 -1.523
10 H -1.760 1.885 -0.961
11 H -0.354 2.005 0.428
12 H 0.258 -1.168 2.688
13 H -1.872 -0.368 -1.976
14 H 2.346 0.306 -0.327
15 H -0.165 1.632 -1.388

Summary:
LUMO level in eV: -3.74
Multiplicity: 1
Charge: +1
Gap between HOMO and LUMO in eV: 10.06
Electronic energy in a.u.: -2873.6481


8.
C2H8ClCrO2 | ωB97M-V/def2-TZVPD

Geometry (Å):
1 Cr 3.725 -1.952 1.071
2 Cl 1.768 -1.237 -0.355
3 O -1.583 -1.002 -1.945
4 O 0.840 1.848 -0.161
5 C -2.330 -1.568 -0.881
6 C 1.130 2.275 1.176
7 H 2.213 2.309 1.294
8 H -1.867 -2.508 -0.582
9 H -0.668 -1.225 -1.762
10 H 0.993 0.900 -0.159
11 H 0.714 1.551 1.877
12 H -2.288 -0.991 0.042
13 H 0.746 3.244 1.494
14 H -3.393 -1.642 -1.110

Summary:
LUMO level (spin up / spin down) in eV: -12.81 / -13.14
Multiplicity: 6
Charge: +2
Gap between HOMO and LUMO (spin up / spin down) in eV: 2.64 / 4.60
Electronic energy in a.u.: -1735.2327


9.
C2H8ClO2Sr | ωB97M-V/def2-TZVPD

Geometry (Å):
1 Sr -3.957 -1.801 -2.666
2 Cl -1.881 -0.312 -1.301
3 O 0.869 -2.335 -0.802
4 O -0.061 2.408 -0.149
5 C 2.000 -2.247 0.068
6 C -0.764 2.651 1.062
7 H -1.842 2.750 0.887
8 H 1.664 -2.023 1.083
9 H -0.485 3.645 1.422
10 H 2.491 -3.215 0.066
11 H -0.503 1.916 1.826
12 H 2.684 -1.470 -0.276
13 H -0.467 1.647 -0.577
14 H 0.254 -1.615 -0.644

Summary:
LUMO level in eV: -6.55
Multiplicity: 1
Charge: +1
Gap between HOMO and LUMO in eV: 5.45
Electronic energy in a.u.: -722.1178
Energy relative to the best compared isomer or geometry (same formula, charge and spin) in kcal per mole: 21.3


10.
C2H8FN3O12V | ωB97M-V/def2-TZVPD

Geometry (Å):
1 V -0.338 0.040 -0.110
2 F 1.251 -1.049 -1.120
3 O -0.869 -3.715 0.935
4 O -1.600 -1.865 0.326
5 O 4.100 0.367 -0.523
6 O 2.337 -0.949 1.687
7 O 0.362 1.449 -0.250
8 O -1.446 -0.035 -2.046
9 O -2.779 0.980 2.859
10 O -2.098 1.025 0.887
11 O -2.898 -3.571 0.548
12 O 0.314 -0.465 2.025
13 O 1.263 -1.639 3.419
14 O -4.232 0.918 1.417
15 N -3.041 0.922 1.692
16 N -1.772 -3.052 0.576
17 N 1.324 -1.071 2.351
18 C -1.426 1.088 -2.962
19 C 3.521 1.376 0.216
20 H -1.929 0.842 -3.897
21 H -0.392 1.349 -3.188
22 H -1.881 1.974 -2.518
23 H 4.471 0.712 -1.338
24 H 3.671 2.348 -0.254
25 H 3.848 1.382 1.256
26 H 2.442 1.229 0.256
27 H -2.201 -0.592 -2.245

Summary:
LUMO level (spin up / spin down) in eV: 1.90 / -2.52
Multiplicity: 3
Charge: -1
Gap between HOMO and LUMO (spin up / spin down) in eV: 7.82 / 3.31
Electronic energy in a.u.: -2191.6506